Computed, not measured: a cluster of 5 separate species, C14H44B2N4O10P in total, with ωB97M-V/def2-TZVPD.

Geometry as ORCA input:
```
! RIJCOSX wB97M-V def2-TZVPD def2/J DEFGRID3
* xyz 1 1
N 2.6035 -2.3190 2.5486
B 3.2464 -1.8516 1.3216
O 4.4142 -2.4194 0.9805
N 2.6668 -0.8219 0.3787
C 1.7266 -0.0961 1.0065
N 2.2010 0.6591 2.0702
P 2.5698 2.2968 1.7334
O 3.5494 2.7296 2.6867
O 3.1107 2.4068 0.2709
O 1.2991 3.2250 1.8392
N 0.4863 -0.1627 0.6309
C -0.6255 0.5656 1.2699
B -1.6578 -0.4498 1.9839
O -1.8941 -0.3040 3.3145
O -2.2715 -1.4421 1.3037
H 1.5935 -2.3659 2.4835
H 2.8832 -1.8019 3.3736
H 4.9947 -2.4599 1.7560
H 2.1982 -1.3357 -0.3731
H 1.5987 0.5889 2.8818
H 3.3071 3.3542 0.1516
H 1.2727 3.6174 2.7282
H 0.2315 -0.7602 -0.1501
H -1.1890 1.0281 0.4659
H -0.3065 1.3161 1.9701
H -1.1060 0.0423 3.7545
H -2.1270 -2.2712 1.7852
C 0.4483 7.5939 2.5292
C 0.1279 6.3907 1.6554
C -0.1873 6.8130 0.2290
O -0.9760 5.6697 2.2046
H -0.4081 8.2705 2.5767
H 0.6667 7.2791 3.5504
H 1.3064 8.1466 2.1448
H 0.9754 5.7043 1.6540
H -1.0622 7.4650 0.2090
H -0.4215 5.9423 -0.3852
H 0.6536 7.3428 -0.2218
H -1.7414 6.2596 2.2113
C 1.2791 -3.5282 -4.5070
C 1.6637 -3.3073 -3.0550
C 2.1689 -4.5859 -2.4154
O 0.5299 -2.8103 -2.3214
H 0.4753 -4.2644 -4.5822
H 0.9131 -2.6022 -4.9518
H 2.1285 -3.8827 -5.0896
H 2.4367 -2.5382 -2.9931
H 1.3992 -5.3605 -2.4238
H 2.4367 -4.4105 -1.3697
H 3.0449 -4.9663 -2.9400
H -0.1674 -3.4748 -2.3666
C -4.9519 4.6258 0.3258
C -4.6757 5.7171 1.3480
C -5.9518 6.4436 1.7421
O -3.7298 6.6496 0.8159
H -5.3718 5.0528 -0.5884
H -4.0260 4.1189 0.0496
H -5.6525 3.8864 0.7158
H -4.2146 5.2794 2.2350
H -6.4029 6.9269 0.8716
H -5.7375 7.2260 2.4700
H -6.6812 5.7572 2.1733
H -4.1180 7.0491 0.0292
C 1.0904 -9.7220 -3.9429
C 1.1623 -8.5220 -3.0127
C 0.4186 -8.7845 -1.7120
O 0.6133 -7.3707 -3.6621
H 0.0525 -9.9423 -4.2061
H 1.6222 -9.5175 -4.8721
H 1.5257 -10.6081 -3.4803
H 2.2055 -8.2877 -2.7971
H -0.6400 -8.9762 -1.9069
H 0.4737 -7.9138 -1.0564
H 0.8341 -9.6434 -1.1845
H -0.3107 -7.5591 -3.8636
*
```

Largest force on an atom (eV/A): 2.2
HOMO-LUMO gap (eV): 8.619
Total energy (eV): -52310.414
ΔE to the lowest compared entry with this formula, charge and spin (kcal/mol): 38.4
LUMO energy (eV): -3.4
HOMO (eV): -12.0